Entry 1:
Density functional theory data (ωB97M-V/def2-TZVPD) for a molecular structure, C28H28Br2N6O2Re.

Values from the calculation:
Gap between HOMO and LUMO (spin up / spin down), eV: 5.37 / 5.78
<S²>: 0.760
Energy above the lowest of the compared OMol25 structures with the same formula, charge and spin, kJ/mol: 0.00
Total charge: +4
E_HOMO (spin up / spin down), eV: -19.676 / -19.722
2S+1: 2

The geometry in XYZ format:
```
67
Properties=species:S:1:pos:R:3:forces:R:3
H 2.72002 -5.40701 1.12480 0.031 0.036 -0.006
C 2.85895 2.41573 -4.04450 -0.030 0.285 0.043
H -3.43723 -0.06682 -0.34150 0.073 -0.039 -0.042
C 2.60658 2.55657 1.63848 0.056 0.016 0.083
C -0.87814 -0.15164 4.70907 -0.002 -0.003 0.127
H 3.82507 2.68155 -3.62572 0.043 -0.119 0.027
Re -0.38743 -0.33243 0.41133 -0.271 0.969 -0.861
H 1.19294 -2.82587 4.58561 -0.019 0.007 0.012
H -0.00303 4.68361 1.21519 0.024 -0.034 -0.005
Br -4.85906 4.65668 -0.02387 -0.124 0.144 -0.008
N -1.88461 1.15194 0.31327 -0.017 -0.031 0.177
N 0.63050 1.38435 0.98554 0.105 -0.588 -0.046
C -2.36777 3.47921 0.53466 0.029 0.157 0.066
C 1.90315 3.76307 1.57593 0.040 0.101 0.012
C 1.52952 -2.66287 -0.43162 -0.094 0.054 0.253
H 2.44937 0.44642 1.37314 -0.075 -0.018 -0.056
N 2.57774 0.93696 -3.78611 -0.280 0.103 0.074
H -5.05323 1.75945 -0.63204 -0.034 0.003 0.047
H 1.70545 -4.21401 3.03817 0.006 0.000 -0.022
H 1.44209 -2.20299 -1.39987 -0.031 0.059 -0.093
N -0.36408 -0.74891 2.45713 -0.279 0.168 -0.224
C -4.05988 1.96592 -0.25964 -0.006 -0.009 0.016
H 2.62966 -4.34931 -1.14143 -0.039 0.004 0.013
C 1.94090 1.40090 1.34600 -0.089 -0.060 -0.065
H 1.52910 4.11695 -3.82843 0.028 -0.005 0.015
C 0.40577 -1.78369 2.89511 -0.053 0.184 -0.049
Br 2.74748 5.35538 1.92889 0.058 0.111 0.047
C 0.56062 -2.01949 4.24220 0.016 -0.044 0.280
O -0.25612 0.18279 -1.59029 0.174 -0.302 1.254
H 3.65277 2.53177 1.91376 -0.031 0.010 -0.006
C 0.50886 2.17577 -3.73869 0.131 0.149 0.002
H -3.74029 -5.56117 -1.46882 -0.013 0.001 0.009
N 0.97270 -2.01149 0.60498 0.227 0.101 -0.143
C -3.41285 -3.79917 -0.28705 -0.027 -0.201 -0.181
H -2.07494 -5.42723 -0.89720 -0.031 0.016 0.019
H -0.39129 2.35151 -3.15364 0.007 -0.029 0.001
C -1.49381 2.42572 0.60452 -0.009 -0.324 -0.054
H -1.61382 0.84389 2.96375 0.055 -0.053 -0.039
C -0.99674 0.04637 3.35849 -0.058 -0.123 -0.112
C 1.05680 -2.56325 1.83775 -0.048 0.141 -0.189
N -1.67999 -1.88825 0.06984 -0.208 -0.209 0.166
H 0.24587 2.26037 -4.79253 -0.051 -0.026 -0.011
H -3.62119 -4.25332 0.68677 0.057 0.051 0.064
C -3.67472 3.25678 0.09485 -0.101 0.069 -0.034
C 1.67019 3.12263 -3.41073 -0.105 -0.247 -0.052
C 1.67613 -3.77667 2.04991 0.090 -0.159 0.125
C 1.10139 0.78347 -3.47116 -0.191 0.163 -0.035
C -0.07976 -1.19905 5.16249 -0.004 -0.046 0.004
H 0.04351 -1.37554 6.22446 -0.002 0.005 -0.021
C 0.96548 0.35837 -2.01419 0.809 -0.169 -0.182
H -4.34708 -3.34873 -0.62993 0.006 0.121 0.008
C 2.18383 -3.86782 -0.28119 0.058 -0.087 -0.005
C -0.06891 2.55856 0.96373 0.002 -0.173 -0.010
H -2.06656 4.47798 0.81716 0.004 0.005 -0.070
H 2.87659 0.35751 -4.56948 -0.022 -0.030 -0.067
H 2.89149 2.57688 -5.11911 -0.036 -0.136 -0.051
H 1.80839 3.21563 -2.32957 0.014 0.038 -0.019
H 3.07604 0.62193 -2.95125 0.233 -0.069 0.128
C -2.92059 -4.86889 -1.29511 0.165 0.155 0.084
C 0.54398 3.75120 1.24277 -0.013 0.146 0.052
C -2.45182 -2.73300 -0.07383 -0.131 -0.264 -0.066
C 2.24572 -4.44473 0.97751 0.054 -0.071 -0.010
C -3.15176 0.94891 -0.11632 0.246 0.001 0.107
O 1.94917 0.18545 -1.30130 -0.352 0.174 -0.390
H 0.64950 0.01219 -4.09256 0.083 -0.036 -0.094
H -1.39930 0.50170 5.39675 0.024 -0.033 -0.010
H -2.63738 -4.41864 -2.24532 -0.073 -0.008 0.013
```
Positions in Å, forces in eV/Å.

***

Entry 2:
Density functional theory data (ωB97M-V/def2-TZVPD) for a molecular structure, H22O11.

Values from the calculation:
Gap between HOMO and LUMO, eV: 7.37
Energy above the lowest of the compared OMol25 structures with the same formula, charge and spin, kJ/mol: 772.58
Total charge: 0
E_HOMO, eV: -7.034

The geometry in XYZ format:
```
33
Properties=species:S:1:pos:R:3:forces:R:3
O 1.08399 0.72674 1.08668 9.134 4.047 6.151
H 3.53033 1.43788 -0.09095 -0.306 0.064 -0.158
H 1.33163 -1.02927 -1.46572 0.019 0.020 0.275
H -0.06812 -0.73603 0.06985 -0.301 -0.052 -0.032
H -1.21892 0.25571 0.11625 -0.917 -0.672 -1.154
H 5.45293 -1.10586 -1.33125 0.069 -0.210 -0.048
O -1.34578 -2.29798 0.23132 -1.010 -0.834 -0.075
H 4.02343 -1.54042 -1.61003 0.068 -0.101 0.064
O 0.68407 -1.74132 -1.51708 0.471 -0.307 -0.555
H 0.20810 -1.56676 -2.33682 -0.133 -0.032 0.132
H -4.13422 3.94863 -0.79685 -0.012 -0.093 0.018
O 4.56046 -1.05953 -0.97024 1.873 -2.634 -0.747
O -0.25955 0.20081 0.19099 -8.888 -2.238 -5.407
O -4.76712 -1.67697 -1.17454 -0.214 -0.061 0.071
H 1.08439 -2.79038 1.47238 0.187 0.060 0.063
H 1.50514 1.58007 0.93354 0.709 -0.179 0.539
H 1.53361 2.95677 0.01155 -0.126 0.267 -0.257
H -1.94227 1.37908 1.86233 -0.027 -0.090 0.066
O -4.27830 3.03618 -1.07193 -0.010 0.185 -0.075
O -1.81703 0.64287 2.47167 -0.120 0.096 0.360
H 0.58015 0.85613 1.89809 0.014 0.049 -0.086
H 2.82914 0.85843 -1.30857 0.045 0.385 0.082
H -1.54808 -0.08820 1.90404 0.107 0.020 -0.090
O 2.35065 3.43292 -0.17475 0.041 0.006 0.131
H -1.55190 -2.68978 1.08747 0.017 0.078 -0.095
H -4.52691 3.10763 -2.00041 0.035 -0.086 0.078
H -5.67380 -1.35133 -1.20408 0.100 0.021 -0.022
O 3.40632 0.61441 -0.57624 -1.476 2.286 0.412
H -4.76865 -2.30938 -0.44719 0.132 0.064 -0.078
H -0.55183 -2.76366 -0.05466 -0.062 0.243 -0.158
O 0.80240 -1.87698 1.59554 0.458 -0.628 0.591
H 2.83872 3.39498 0.65552 -0.018 0.199 0.023
H 0.64702 -1.80538 2.54407 0.144 0.127 -0.016
```
Positions in Å, forces in eV/Å.

***

Entry 3:
Density functional theory data (ωB97M-V/def2-TZVPD) for 2 unconnected molecules or ions with the total composition C4H12.

Values from the calculation:
Gap between HOMO and LUMO (spin up / spin down), eV: 2.82 / 11.41
<S²>: 0.750
Energy above the lowest of the compared OMol25 structures with the same formula, charge and spin, kJ/mol: 179.90
Total charge: -1
E_HOMO (spin up / spin down), eV: 1.519 / -6.999
2S+1: 2

The geometry in XYZ format:
```
16
Properties=species:S:1:pos:R:3:forces:R:3
C 0.41371 -0.89345 -1.64047 -4.171 -3.715 -2.257
H -2.48103 1.44930 1.35742 0.725 -0.547 0.588
H 2.19497 -0.53158 -0.36291 -1.141 0.681 0.245
H 2.16698 0.27032 -1.95567 -0.438 -0.744 0.588
H -0.34165 -0.12651 -1.73840 0.039 0.562 0.669
H -2.14041 0.35351 2.79801 1.344 0.696 -2.415
C -1.77981 0.61172 1.66439 -4.820 -0.571 1.658
H 2.38055 -1.38528 -1.63074 1.676 -2.623 -1.563
H 0.22026 -0.05819 0.98707 -1.399 2.793 1.239
H 0.01451 -1.74179 -0.97462 0.266 1.266 -0.805
H -2.28010 -0.23218 1.09902 1.210 0.559 0.271
C -0.37632 0.98023 1.39705 2.441 -3.915 -0.390
H 0.11797 1.24549 2.36208 -0.045 0.470 -1.155
C 1.76562 -0.61773 -1.37772 3.744 3.890 1.184
H 0.35392 -1.35780 -2.73140 0.053 0.658 1.867
H -0.34523 1.63010 0.53066 0.515 0.539 0.275
```
Positions in Å, forces in eV/Å.

***

Entry 4:
Density functional theory data (ωB97M-V/def2-TZVPD) for CH4Cl2P2 in the gas phase.

Values from the calculation:
Gap between HOMO and LUMO, eV: 7.85
Energy above the lowest of the compared OMol25 structures with the same formula, charge and spin, kJ/mol: 306.55
Total charge: 0
SMILES string: P[PH2]=C(Cl)Cl
E_HOMO, eV: -7.798

The geometry in XYZ format:
```
9
Properties=species:S:1:pos:R:3:forces:R:3
H -0.84258 0.51160 -1.35611 0.168 0.053 -0.436
C -1.26179 -1.15821 0.40407 0.875 0.631 -0.044
H 2.14425 -0.00447 -0.06416 0.259 -0.400 -0.014
P -0.45550 0.38169 -0.03515 -1.202 -0.373 -0.065
Cl -1.15191 -1.41184 2.15460 -0.095 -0.072 0.313
P 1.58191 1.26278 0.08932 0.065 0.157 0.530
H 1.61326 1.51194 -1.28425 -0.023 0.078 -0.394
Cl -0.35812 -2.43164 -0.45360 0.014 -0.377 -0.195
H -1.26951 1.33814 0.54528 -0.060 0.303 0.305
```
Positions in Å, forces in eV/Å.

***

Entry 5:
Density functional theory data (ωB97M-V/def2-TZVPD) for 2 unconnected molecules or ions with the total composition C6H8FN2O2.

Values from the calculation:
Gap between HOMO and LUMO (spin up / spin down), eV: 8.06 / 8.06
Energy above the lowest of the compared OMol25 structures with the same formula, charge and spin, kJ/mol: 399.51
Total charge: +1
E_HOMO (spin up / spin down), eV: -14.128 / -14.128

The geometry in XYZ format:
```
19
Properties=species:S:1:pos:R:3:forces:R:3
H -1.34996 1.48765 3.11465 -0.672 0.545 -0.497
C -0.46219 -1.66319 0.02227 -0.238 2.721 -1.077
H 2.97148 0.39927 -1.48169 0.225 2.731 -2.154
H -1.61936 2.36423 1.50259 -0.688 -0.752 1.032
C -0.85133 1.11686 -1.73649 0.559 -0.755 -1.091
N -0.25113 0.98955 -2.70420 0.684 -0.029 -1.293
F -1.34909 -2.41580 -0.61555 -0.397 -0.245 -0.367
C -1.28248 0.26087 0.31899 1.855 -2.316 -1.313
N -1.37297 1.10564 -0.57788 -1.593 0.922 1.889
C 2.89894 -0.33838 -0.79880 -0.281 -3.137 1.291
C -1.92360 1.49713 2.16387 0.538 2.247 1.097
H 0.74543 -1.56407 -1.82936 0.025 -0.809 -2.579
H -0.34908 -2.01808 1.06263 0.566 0.705 -0.538
H 3.16187 -1.31482 -1.33041 0.182 1.251 1.352
H -3.01600 1.44517 2.38321 0.896 -0.205 -0.572
H 3.29847 -0.05242 0.18358 1.028 -0.587 -0.833
C 0.61677 -1.19973 -0.88017 0.670 0.743 4.851
O -1.39160 0.33679 1.55322 -0.819 -1.838 0.954
O 1.52582 -0.43666 -0.35044 -2.541 -1.190 -0.150
```
Positions in Å, forces in eV/Å.

***

Entry 6:
Density functional theory data (ωB97M-V/def2-TZVPD) for a molecular structure, CH2N5.

Values from the calculation:
Gap between HOMO and LUMO, eV: 9.69
Energy above the lowest of the compared OMol25 structures with the same formula, charge and spin, kJ/mol: 165.63
Total charge: -1
E_HOMO, eV: -5.010

The geometry in XYZ format:
```
8
Properties=species:S:1:pos:R:3:forces:R:3
H -0.31514 -0.65602 -1.98953 0.305 -0.088 0.107
N -0.61602 0.43575 1.36225 -0.638 -0.525 -0.733
H -0.71892 -1.81094 -0.89870 0.221 0.024 -0.109
N -1.00423 -0.91789 -1.29238 0.837 2.723 3.549
N 0.45023 1.04768 1.86895 0.575 0.544 0.661
N 1.01392 0.57560 -0.15851 -0.497 -0.270 -0.404
N 1.40819 1.13228 0.97533 0.293 0.427 0.645
C -0.21802 0.19354 0.13260 -1.095 -2.833 -3.716
```
Positions in Å, forces in eV/Å.

***

Entry 7:
Density functional theory data (ωB97M-V/def2-TZVPD) for 2 unconnected molecules or ions with the total composition C3H5F.

Values from the calculation:
Gap between HOMO and LUMO, eV: 10.67
Energy above the lowest of the compared OMol25 structures with the same formula, charge and spin, kJ/mol: 292.52
Total charge: 0
E_HOMO, eV: -9.456

The geometry in XYZ format:
```
9
Properties=species:S:1:pos:R:3:forces:R:3
H -0.40579 0.99953 -1.37795 -0.302 0.622 -1.381
H 1.29671 -1.64007 -0.40913 -1.658 1.211 0.101
C -0.12370 0.12679 -0.87950 1.431 -1.886 5.775
C -0.65705 0.52862 1.14900 -2.181 0.246 -3.616
H -1.49777 1.35955 1.20768 1.868 -1.525 -0.488
H -1.06508 -0.41601 1.47968 0.016 -0.281 0.015
C 0.76280 -0.88010 -1.06057 0.074 1.101 0.139
H 1.29814 -0.94758 -1.99331 -0.325 0.160 -0.824
F 0.39176 0.86926 1.88410 1.079 0.352 0.278
```
Positions in Å, forces in eV/Å.

***

Entry 8:
Density functional theory data (ωB97M-V/def2-TZVPD) for 2 unconnected molecules or ions with the total composition C2H5NO.

Values from the calculation:
Gap between HOMO and LUMO, eV: 11.21
Energy above the lowest of the compared OMol25 structures with the same formula, charge and spin, kJ/mol: 242.50
Total charge: 0
SMILES string: C=N.C=O
E_HOMO, eV: -10.269

The geometry in XYZ format:
```
9
Properties=species:S:1:pos:R:3:forces:R:3
H 4.90659 1.45572 1.61411 0.061 -0.108 0.151
O -4.89909 -0.47333 -1.40991 -0.042 0.160 -0.080
C -4.72998 -1.56421 -0.94883 0.125 -0.104 -0.011
N 3.21043 0.51476 0.98212 0.466 -0.011 -0.766
C 4.10832 1.40078 0.88049 -0.241 0.398 0.624
H -5.15842 -1.85634 0.02235 -0.061 -0.045 0.094
H 2.61403 0.62173 0.15777 -0.446 -0.092 0.347
H 4.07394 2.22947 0.17224 0.158 -0.187 -0.356
H -4.12583 -2.32857 -1.47033 -0.020 -0.011 -0.002
```
Positions in Å, forces in eV/Å.

***

> What is the formula in the fourth record?

CH4Cl2P2

***

Repeat the sixth record exactly.
Density functional theory data (ωB97M-V/def2-TZVPD) for a molecular structure, CH2N5.

Values from the calculation:
Gap between HOMO and LUMO, eV: 9.69
Energy above the lowest of the compared OMol25 structures with the same formula, charge and spin, kJ/mol: 165.63
Total charge: -1
E_HOMO, eV: -5.010

The geometry in XYZ format:
```
8
Properties=species:S:1:pos:R:3:forces:R:3
H -0.31514 -0.65602 -1.98953 0.305 -0.088 0.107
N -0.61602 0.43575 1.36225 -0.638 -0.525 -0.733
H -0.71892 -1.81094 -0.89870 0.221 0.024 -0.109
N -1.00423 -0.91789 -1.29238 0.837 2.723 3.549
N 0.45023 1.04768 1.86895 0.575 0.544 0.661
N 1.01392 0.57560 -0.15851 -0.497 -0.270 -0.404
N 1.40819 1.13228 0.97533 0.293 0.427 0.645
C -0.21802 0.19354 0.13260 -1.095 -2.833 -3.716
```
Positions in Å, forces in eV/Å.